#i
C27H20CeClF6N6O18S | ωB97M-V/def2-TZVPD

* multiplicity: 2
* total charge: -2

Each line ends with the Löwdin charge.
Atoms and positions in Å:
Ce1 0.26 -0.25 -0.35  1.3398
O1 3.46 2.36 -3.02  -0.4574
Cl1 2.23 1.56 -2.97  0.9443
O2 2.69 0.27 -3.55  -0.4726
O3 1.50 -1.66 -2.37  0.0140
O4 2.02 1.18 -1.52  -0.5486
N1 3.93 -0.79 1.37  0.1437
C1 3.87 -1.31 0.08  -0.2641
C2 5.06 -1.79 -0.47  -0.0104
C3 5.00 -2.30 -1.75  -0.0611
C4 3.80 -2.39 -2.39  -0.0066
C5 2.69 -1.80 -1.80  -0.4205
N2 2.73 -1.26 -0.59  0.1335
C6 2.99 -0.28 2.23  -0.2931
C7 3.38 -0.24 3.54  -0.0406
C8 2.67 0.47 4.44  -0.0924
C9 1.62 1.24 4.02  -0.0650
C10 1.22 1.06 2.70  -0.1122
N3 1.90 0.35 1.78  0.1178
H1 4.76 -1.06 1.90  0.1373
H2 5.95 -1.86 0.08  0.0884
H3 5.88 -2.72 -2.21  0.1063
H4 3.75 -2.85 -3.34  0.1141
H5 1.70 -1.02 -3.12  0.1023
H6 4.24 -0.84 3.81  0.1163
H7 2.95 0.56 5.50  0.1124
H8 0.98 1.85 4.70  0.1181
H9 0.38 1.63 2.33  0.0968
O5 -4.57 -0.99 -4.72  0.0618
C11 -3.60 -0.94 -3.97  -0.2444
C12 -2.44 0.07 -4.09  -0.2819
O6 -2.21 0.90 -4.97  0.0671
C13 -1.66 -0.16 -2.88  -0.3123
C14 -2.16 -1.23 -2.10  -0.3307
O7 -1.62 -1.57 -1.01  -0.1334
C15 -3.39 -1.73 -2.67  -0.2747
O8 -4.18 -2.53 -2.12  0.0259
O9 -0.67 0.56 -2.51  -0.1111
C16 -3.53 -1.43 1.53  -0.2277
S1 -2.49 -0.65 2.81  0.9048
C17 -3.59 0.83 3.13  -0.2085
O10 -1.33 -0.02 2.08  -0.5766
H10 -4.31 -1.96 2.06  0.0466
H11 -2.80 -2.02 0.94  0.0461
H12 -3.93 -0.71 0.78  0.0657
H13 -4.24 0.54 3.91  0.0174
H14 -4.15 1.13 2.28  0.0097
H15 -2.85 1.58 3.45  0.0590
O11 -2.34 7.48 -2.67  0.0356
N4 -3.03 6.59 -2.17  -0.3489
O12 -4.28 6.64 -2.20  0.0183
C18 -2.37 5.42 -1.63  -0.1339
C19 -1.02 5.56 -1.31  0.0735
C20 -0.35 4.55 -0.67  -0.0643
C21 -0.94 3.23 -0.39  -0.2422
O13 -0.27 2.26 -0.01  -0.0808
C22 -2.38 3.23 -0.62  -0.0339
C23 -3.11 4.27 -1.20  0.1154
N5 -3.12 2.07 -0.20  -0.2912
O14 -2.57 0.98 -0.31  0.0735
O15 -4.28 2.20 0.16  0.0575
N6 1.03 4.71 -0.34  -0.3229
O16 1.47 4.24 0.74  0.0674
O17 1.67 5.33 -1.18  0.0789
H16 -0.41 6.41 -1.52  0.1225
H17 -4.15 4.19 -1.35  0.1170
C24 -0.51 -4.38 0.06  0.0224
C25 0.42 -3.61 1.00  -0.4646
O18 0.44 -2.29 0.80  -0.2533
C26 1.86 -4.24 0.85  -0.5373
F1 2.76 -3.53 1.52  0.1568
F2 2.26 -4.33 -0.44  0.1474
F3 1.95 -5.50 1.32  0.1235
C27 0.02 -3.86 2.49  -0.5176
F4 -0.98 -3.09 2.81  0.1369
F5 -0.41 -5.14 2.71  0.1033
F6 0.99 -3.57 3.43  0.1096
H18 -0.41 -3.96 -0.91  0.0717
H19 -1.60 -4.20 0.30  0.1167
H20 -0.26 -5.46 -0.03  0.1000


#ii
C27H20CeClF6N6O18S | ωB97M-V/def2-TZVPD

* multiplicity: 2
* total charge: -2

Each line ends with the Löwdin charge.
Atoms and positions in Å:
Ce1 -0.46 0.46 -0.17  1.3710
O1 -0.41 -2.83 -3.23  -0.3280
Cl1 -1.37 -1.78 -3.47  0.6586
O2 -0.97 -0.78 -4.40  -0.3170
O3 -2.59 -2.44 -3.85  -0.3370
O4 -1.60 -1.02 -2.25  -0.4301
N1 1.70 1.04 3.26  0.1318
C1 0.66 1.99 3.24  -0.2867
C2 0.94 3.12 4.04  -0.0103
C3 0.03 4.13 3.97  -0.0666
C4 -1.19 3.92 3.35  -0.0482
C5 -1.32 2.80 2.57  -0.1123
N2 -0.41 1.84 2.50  0.1301
C6 1.83 -0.23 2.76  -0.3087
C7 3.07 -0.85 2.89  -0.0207
C8 3.27 -2.12 2.37  -0.0710
C9 2.20 -2.88 1.95  -0.0576
C10 1.00 -2.16 1.85  -0.1287
N3 0.81 -0.87 2.16  0.1143
H1 2.61 1.54 3.26  0.1410
H2 1.86 3.16 4.57  0.1111
H3 0.18 5.13 4.45  0.1314
H4 -2.00 4.60 3.44  0.0960
H5 -2.23 2.65 2.02  0.0962
H6 3.82 -0.25 3.42  0.1172
H7 4.31 -2.52 2.43  0.1148
H8 2.25 -3.86 1.60  0.0700
H9 0.09 -2.66 1.56  0.0852
O5 2.86 5.42 1.98  0.0720
C11 2.36 4.58 1.26  -0.3004
C12 2.91 3.22 1.00  -0.3224
O6 3.99 2.81 1.41  0.0590
C13 1.79 2.50 0.40  -0.3004
C14 0.64 3.37 0.17  -0.2726
O7 -0.47 2.90 -0.24  -0.1075
C15 1.00 4.71 0.62  -0.2900
O8 0.27 5.71 0.68  0.0476
O9 1.74 1.25 0.30  -0.1210
C16 -3.57 -2.74 1.69  -0.2238
S1 -2.84 -2.32 0.08  0.9115
C17 -2.52 -4.03 -0.53  -0.1929
O10 -1.59 -1.73 0.59  -0.6142
H10 -4.59 -3.11 1.57  0.0506
H11 -3.65 -1.80 2.23  0.0546
H12 -2.88 -3.36 2.21  0.0453
H13 -3.43 -4.58 -0.64  0.0438
H14 -1.87 -4.53 0.20  0.0526
H15 -2.03 -3.88 -1.50  0.0343
O11 5.79 -3.68 -4.17  0.0534
N4 5.34 -2.56 -4.12  -0.3709
O12 5.89 -1.58 -4.64  0.0362
C18 4.14 -2.40 -3.33  -0.1477
C19 3.62 -3.42 -2.52  0.0934
C20 2.49 -3.16 -1.79  -0.0295
C21 1.86 -1.85 -1.71  -0.2821
O13 1.02 -1.53 -0.88  -0.0501
C22 2.46 -0.88 -2.62  -0.0072
C23 3.55 -1.16 -3.40  0.0834
N5 2.01 0.52 -2.61  -0.2422
O14 0.91 0.85 -2.13  -0.0606
O15 2.71 1.40 -3.08  0.1151
N6 1.87 -4.29 -1.03  -0.3029
O16 2.53 -5.35 -0.91  0.0174
O17 0.72 -4.15 -0.63  0.0768
H16 4.00 -4.43 -2.42  0.1287
H17 3.91 -0.39 -4.04  0.1254
C24 -3.38 2.28 -2.07  0.0361
C25 -3.83 1.54 -0.79  -0.4509
O18 -2.80 0.94 -0.11  -0.2733
C26 -4.91 0.51 -1.12  -0.5646
F1 -5.39 -0.14 -0.04  0.1288
F2 -4.41 -0.40 -1.94  0.1433
F3 -6.01 0.94 -1.79  0.1209
C27 -4.48 2.61 0.11  -0.5393
F4 -3.58 3.61 0.29  0.1295
F5 -5.59 3.13 -0.43  0.1424
F6 -4.82 2.11 1.33  0.1302
H18 -3.07 1.58 -2.87  0.1076
H19 -2.56 2.98 -1.78  0.1028
H20 -4.18 2.84 -2.51  0.0778


Stability summary - winner: #i; margin: 1.345 eV.


#i
C16H12N3O13V | ωB97M-V/def2-TZVPD

* multiplicity: 2
* total charge: +1

Each line ends with the Löwdin charge.
Atoms and positions in Å:
V1 -0.40 0.83 -0.04  1.2124
O1 -0.19 -3.12 -1.32  0.2295
C1 -0.52 -1.93 -0.90  -0.4281
O2 0.12 -0.92 -1.15  0.0742
C2 -1.74 -1.88 -0.02  -0.0395
O3 -2.17 -0.52 0.04  -0.1856
C3 -3.17 -0.14 -0.94  -0.0172
C4 -2.58 0.88 -1.90  -0.5127
O4 -3.12 1.21 -2.91  0.1817
O5 -1.43 1.37 -1.44  -0.0919
H1 0.64 -3.09 -1.82  0.1744
H2 -1.44 -2.19 0.98  0.1548
H3 -2.53 -2.53 -0.39  0.1589
H4 -4.00 0.32 -0.40  0.1570
H5 -3.54 -1.01 -1.48  0.1494
O6 1.06 -2.06 1.93  0.1532
C5 1.09 -0.89 1.64  -0.4962
O7 -0.03 -0.16 1.49  -0.1332
C6 2.35 -0.11 1.45  -0.0287
C7 3.51 -0.52 2.10  0.1033
C8 4.65 0.24 1.96  -0.0969
C9 4.68 1.40 1.21  0.1110
C10 3.52 1.79 0.58  -0.0437
C11 2.36 1.03 0.65  -0.1917
O8 1.28 1.37 -0.08  -0.1049
N1 3.53 3.07 -0.15  -0.3314
O9 4.49 3.32 -0.83  0.1454
O10 2.56 3.79 0.01  0.0943
N2 5.88 -0.19 2.66  -0.3486
O11 5.82 -1.21 3.29  0.1082
O12 6.86 0.52 2.53  0.1091
H6 3.51 -1.42 2.70  0.1462
H7 5.59 1.98 1.12  0.1475
O13 -1.17 2.25 1.00  -0.1550
N3 -0.72 2.44 2.26  -0.1365
C12 -1.38 1.87 3.27  0.0214
C13 -0.96 2.09 4.56  0.0029
C14 0.14 2.91 4.79  -0.0079
C15 0.79 3.49 3.71  0.0089
C16 0.34 3.24 2.43  0.0298
H8 -2.22 1.25 2.99  0.1553
H9 -1.50 1.63 5.38  0.1285
H10 0.48 3.10 5.80  0.1277
H11 1.65 4.13 3.84  0.1302
H12 0.79 3.64 1.53  0.1342


#ii
C16H12N3O13V | ωB97M-V/def2-TZVPD

* multiplicity: 2
* total charge: +1

Each line ends with the Löwdin charge.
Atoms and positions in Å:
V1 0.77 0.17 0.18  1.2587
O1 0.56 3.22 2.70  0.2112
C1 0.54 2.96 1.43  -0.4024
O2 0.01 1.95 0.96  0.0136
C2 1.20 4.02 0.58  -0.0780
O3 1.19 3.70 -0.78  -0.0808
C3 2.42 3.40 -1.38  -0.0796
C4 2.79 1.93 -1.38  -0.4788
O4 3.67 1.48 -2.06  0.1473
O5 2.10 1.17 -0.51  -0.1317
H1 0.23 2.45 3.22  0.1271
H2 0.64 4.94 0.75  0.1627
H3 2.21 4.18 0.98  0.1577
H4 2.36 3.72 -2.42  0.1510
H5 3.25 3.95 -0.92  0.1499
O6 -0.03 0.66 3.71  0.1444
C5 -0.17 -0.01 2.73  -0.4665
O7 0.86 -0.32 1.90  -0.0722
C6 -1.47 -0.61 2.30  -0.0270
C7 -2.39 -0.97 3.27  0.1092
C8 -3.58 -1.55 2.88  -0.0937
C9 -3.88 -1.78 1.56  0.1134
C10 -2.96 -1.42 0.60  -0.0312
C11 -1.75 -0.81 0.94  -0.1737
O8 -0.92 -0.33 0.00  -0.1266
N1 -3.29 -1.70 -0.81  -0.3216
O9 -2.36 -1.93 -1.57  0.0749
O10 -4.46 -1.74 -1.10  0.1377
N2 -4.56 -1.94 3.92  -0.3471
O11 -5.58 -2.47 3.53  0.1111
O12 -4.26 -1.72 5.07  0.1099
H6 -2.18 -0.79 4.32  0.1485
H7 -4.82 -2.24 1.27  0.1462
O13 1.54 -1.47 -0.40  -0.1664
N3 1.76 -1.61 -1.73  -0.1256
C12 3.01 -1.46 -2.18  0.0170
C13 3.28 -1.65 -3.52  0.0067
C14 2.24 -1.99 -4.37  -0.0027
C15 0.95 -2.14 -3.87  0.0085
C16 0.73 -1.95 -2.53  0.0328
H8 3.74 -1.18 -1.44  0.1549
H9 4.29 -1.51 -3.87  0.1329
H10 2.43 -2.14 -5.42  0.1283
H11 0.12 -2.41 -4.51  0.1313
H12 -0.23 -2.05 -2.04  0.1190


Stability summary - winner: #i; margin: 0.443 eV.


#i
C2H3N2O2 | ωB97M-V/def2-TZVPD

* SMILES: O=NCC=[N+]=O
* multiplicity: 1
* total charge: +1

Each line ends with the Löwdin charge.
Atoms and positions in Å:
C1 -0.27 0.89 0.15  0.0347
C2 0.63 -0.23 -0.06  -0.1441
N1 -1.50 0.86 0.17  0.0917
N2 0.02 -1.55 0.25  0.0629
O1 -2.59 1.13 0.21  0.3941
O2 0.84 -2.61 0.13  0.0416
H1 0.15 1.78 -0.36  0.2187
H2 1.22 -0.12 -1.02  0.1788
H3 1.49 -0.15 0.53  0.1217


#ii
C2H3N2O2 | ωB97M-V/def2-TZVPD

* SMILES: O=C/[NH+]=C/N=O
* multiplicity: 1
* total charge: +1

Each line ends with the Löwdin charge.
Atoms and positions in Å:
C1 -0.05 0.72 0.54  0.0327
C2 -0.57 -0.99 -1.18  -0.3332
N1 0.70 1.00 1.50  0.1146
N2 0.30 -0.34 -0.32  0.1110
O1 -0.27 -1.92 -1.79  0.2021
O2 1.29 1.60 2.29  0.3582
H1 -1.01 1.11 0.34  0.1791
H2 -1.60 -0.47 -0.96  0.1727
H3 1.21 -0.72 -0.42  0.1627


Stability summary - winner: #ii; margin: 3.277 eV.


#i
C6H8INS | ωB97M-V/def2-TZVPD

* SMILES: Cc1ccc(SI)n1C
* multiplicity: 1

Each line ends with the Löwdin charge.
Atoms and positions in Å:
C1 -1.57 0.22 -0.93  -0.0739
C2 -1.82 -0.94 -0.17  -0.1130
C3 -0.30 0.62 -0.64  -0.3307
C4 -0.61 -1.29 0.38  -0.3852
C5 0.38 1.83 -1.19  -0.0302
C6 1.66 -0.33 0.58  -0.0502
N1 0.29 -0.29 0.18  -0.1375
S1 -0.30 -2.95 1.84  0.0536
I1 -0.39 -1.62 3.78  0.3202
H1 -2.22 0.86 -1.56  0.1235
H2 -2.75 -1.56 -0.17  0.1119
H3 0.03 2.68 -0.61  0.0722
H4 1.51 1.87 -1.16  0.0826
H5 -0.09 1.98 -2.23  0.1091
H6 2.15 -1.21 0.06  0.1223
H7 2.12 0.54 0.19  0.0517
H8 1.91 -0.41 1.64  0.0739


#ii
C6H8INS | ωB97M-V/def2-TZVPD

* multiplicity: 1

Each line ends with the Löwdin charge.
Atoms and positions in Å:
C1 3.03 -2.48 -0.20  -0.4360
C2 2.82 -1.13 -0.12  -0.6492
C3 0.80 -1.05 0.26  -0.3533
C4 -1.59 -0.38 0.38  -0.0977
C5 -0.04 1.27 -0.66  -0.0686
C6 -0.15 0.11 0.32  -0.4914
N1 2.11 -3.29 0.33  -0.3629
S1 0.67 -2.59 0.79  0.9989
I1 4.09 0.54 -0.34  0.7565
H1 4.00 -2.96 -0.42  0.1144
H2 -1.60 -1.40 0.88  0.0538
H3 -2.05 -0.64 -0.58  0.0955
H4 -2.15 0.27 1.06  0.0887
H5 -0.18 2.22 -0.09  0.0968
H6 -0.87 1.34 -1.34  0.0660
H7 0.91 1.37 -1.18  0.0555
H8 0.08 0.46 1.32  0.1331


Stability summary - winner: #i; margin: 2.614 eV.